No. 1
Molecular formula: C4H10N2O
Method: DFT, wB97M-V/def2-TZVPD

Atoms and positions in Å:
C  -0.333  0.489  0.146
C  0.613  -0.287  -0.769
C  -2.340  -0.833  0.418
N  -1.737  0.320  -0.245
C  2.042  -0.293  -0.271
N  2.551  0.891  0.173
O  2.754  -1.291  -0.305
H  -2.265  1.150  0.028
H  2.106  1.781  0.002
H  3.532  0.893  0.421
H  -0.102  1.557  0.056
H  -0.174  0.234  1.201
H  0.296  -1.335  -0.840
H  0.604  0.130  -1.782
H  -2.378  -0.687  1.502
H  -1.800  -1.759  0.202
H  -3.368  -0.960  0.062

Values from the calculation:
Net charge: 0
DFT total energy: -9338.1071 eV
SMILES: CNCCC(N)=O
Relative energy (zero: lowest compared OMol25 entry of this formula, charge and spin): 84.9 kJ/mol
HOMO-LUMO gap: 10.00 eV
LUMO energy: 0.8196 eV


No. 2
Molecular formula: C46H39BrILaN6O2S
Method: DFT, wB97M-V/def2-TZVPD

Atoms and positions in Å:
La  -0.685  0.382  -0.763
O  0.192  1.202  1.291
C  0.125  1.921  2.355
C  0.960  1.652  3.474
C  0.887  2.406  4.621
C  -0.011  3.488  4.733
C  -0.814  3.777  3.655
C  -0.762  3.028  2.467
C  -1.622  3.432  1.360
N  -1.677  2.900  0.208
C  -2.623  3.482  -0.738
C  -3.926  2.698  -0.701
N  -3.682  1.268  -0.565
C  -4.637  0.498  -0.874
C  -4.678  -0.950  -0.675
C  -5.893  -1.603  -0.918
C  -6.080  -2.943  -0.644
C  -4.999  -3.658  -0.094
C  -3.781  -3.053  0.133
C  -3.556  -1.683  -0.187
O  -2.405  -1.142  -0.012
H  1.639  0.808  3.384
H  1.531  2.161  5.460
H  -0.063  4.075  5.641
H  -1.515  4.608  3.706
H  -2.260  4.305  1.565
H  -2.191  3.427  -1.735
H  -2.833  4.533  -0.511
H  -4.523  2.932  -1.586
H  -4.488  3.036  0.181
H  -5.566  0.926  -1.285
H  -6.714  -1.012  -1.319
H  -7.029  -3.429  -0.839
H  -5.126  -4.709  0.152
H  -2.943  -3.598  0.556
Br  1.284  -5.330  -6.242
C  1.255  -3.683  -5.269
C  0.658  -3.629  -4.017
C  0.643  -2.433  -3.321
C  1.204  -1.253  -3.846
C  1.816  -1.355  -5.111
C  1.840  -2.555  -5.816
N  1.134  -0.100  -3.087
C  1.522  1.057  -3.613
C  1.572  2.249  -2.868
C  2.123  3.432  -3.432
C  2.298  4.544  -2.658
C  1.921  4.506  -1.293
C  1.339  3.347  -0.820
N  1.130  2.246  -1.565
H  0.207  -4.516  -3.588
H  0.210  -2.392  -2.331
H  2.290  -0.490  -5.556
H  2.314  -2.610  -6.788
H  1.811  1.150  -4.655
H  2.421  3.423  -4.474
H  2.734  5.443  -3.083
H  2.067  5.351  -0.632
H  1.012  3.283  0.214
C  1.020  -1.309  -0.144
C  2.166  -1.578  0.254
C  3.502  -1.713  0.604
C  3.953  -2.964  1.211
C  3.015  -3.812  1.821
C  3.397  -5.012  2.398
C  4.729  -5.418  2.378
C  5.668  -4.605  1.751
C  5.288  -3.400  1.174
C  4.398  -0.543  0.380
C  5.500  -0.275  1.206
C  6.269  0.872  1.034
C  5.957  1.783  0.032
C  4.863  1.536  -0.792
C  4.096  0.391  -0.621
H  1.978  -3.494  1.838
H  2.649  -5.639  2.871
H  5.028  -6.355  2.831
H  6.705  -4.916  1.701
H  6.024  -2.799  0.658
H  5.730  -0.951  2.020
H  7.103  1.062  1.701
H  6.547  2.685  -0.093
H  4.590  2.246  -1.567
H  3.234  0.216  -1.257
I  -2.081  1.015  -3.526
S  -2.071  -1.148  3.773
C  -3.534  -0.564  3.249
N  -3.801  0.673  2.762
C  -5.193  0.850  2.360
C  -5.770  -0.569  2.510
N  -4.724  -1.244  3.286
H  -3.055  1.210  2.346
H  -5.267  1.203  1.335
H  -5.699  1.562  3.012
H  -5.920  -1.044  1.542
H  -6.714  -0.559  3.049
H  -4.643  -2.245  3.266

Values from the calculation:
Net charge: -2
DFT total energy: -151213.6461 eV
Relative energy (zero: lowest compared OMol25 entry of this formula, charge and spin): 7.4 kJ/mol
HOMO-LUMO gap (spin up / spin down): 5.66 / 4.63 eV
LUMO energy (spin up / spin down): 3.9421 / 3.9431 eV


No. 3
Molecular formula: C2H8N2
Method: DFT, wB97M-V/def2-TZVPD

Atoms and positions in Å:
C  2.249  -1.251  -1.233
H  1.528  -1.975  -1.572
H  1.855  -0.228  -1.252
H  2.641  -1.446  -0.238
H  3.079  -1.248  -1.934
N  -0.366  1.292  0.940
C  -1.369  0.578  0.578
N  -1.107  -0.529  -0.082
H  -0.550  2.248  1.245
H  0.528  1.101  0.486
H  -2.352  0.932  0.908
H  -1.928  -0.928  -0.549

Values from the calculation:
Net charge: +1
DFT total energy: -5174.4746 eV
<S²>: 0.768
2S+1: 2
Relative energy (zero: lowest compared OMol25 entry of this formula, charge and spin): 144.0 kJ/mol
HOMO-LUMO gap (spin up / spin down): 11.60 / 7.38 eV
LUMO energy (spin up / spin down): -4.7106 / -8.9048 eV


No. 4
Molecular formula: C4H14O3
Method: DFT, wB97M-V/def2-TZVPD

Atoms and positions in Å:
C  -0.958  3.335  0.476
C  -1.427  1.984  0.064
C  -1.968  1.863  -1.199
C  -2.664  0.375  -1.518
H  -1.085  3.382  1.591
H  -1.664  4.011  0.001
H  0.034  3.586  0.013
H  -0.993  1.130  0.546
H  -1.934  2.515  -2.053
H  -2.353  -0.352  -0.754
H  -2.403  0.026  -2.492
H  -3.603  0.880  -1.230
H  4.509  -2.619  4.466
H  4.523  -1.254  3.836
O  4.644  -1.690  4.686
H  -2.579  -4.272  1.160
H  -3.861  -4.916  1.183
O  -3.491  -4.071  0.882
H  5.390  -0.728  -3.565
H  5.966  -1.649  -2.568
O  5.919  -1.534  -3.525

Values from the calculation:
Net charge: +1
DFT total energy: -10506.2286 eV
<S²>: 0.753
2S+1: 2
Relative energy (zero: lowest compared OMol25 entry of this formula, charge and spin): 225.3 kJ/mol
HOMO-LUMO gap (spin up / spin down): 7.98 / 4.68 eV
LUMO energy (spin up / spin down): -5.3687 / -8.6688 eV


No. 5
Molecular formula: C33H50F21N2O22P
Method: DFT, wB97M-V/def2-TZVPD

Atoms and positions in Å:
C  0.692  -0.397  0.096
N  -0.698  -0.293  -0.439
O  -1.231  0.821  -0.474
O  -1.213  -1.311  -0.853
H  1.158  -0.953  -0.718
H  0.619  -1.051  0.965
H  1.174  0.558  0.304
C  -2.303  -3.536  1.785
N  -1.176  -2.965  2.593
O  -1.469  -2.396  3.600
O  -0.026  -3.051  2.270
H  -2.017  -3.404  0.742
H  -3.216  -2.969  1.968
H  -2.358  -4.595  2.038
C  -4.582  -1.026  -1.388
O  -4.606  -2.241  -2.202
P  -5.038  -3.701  -1.539
O  -5.495  -4.722  -2.524
O  -3.708  -4.112  -0.666
C  -2.628  -4.820  -1.324
O  -6.127  -3.305  -0.402
C  -6.886  -4.331  0.254
H  -3.612  -0.539  -1.289
H  -4.975  -1.187  -0.384
H  -5.227  -0.269  -1.835
H  -2.775  -5.063  -2.377
H  -2.421  -5.742  -0.782
H  -1.728  -4.208  -1.393
H  -7.927  -4.379  -0.065
H  -6.764  -3.977  1.278
H  -6.645  -5.385  0.121
C  4.634  -4.545  2.349
C  3.152  -4.035  2.255
O  2.520  -4.401  1.048
C  2.546  -3.533  -0.042
O  3.197  -2.520  -0.115
C  2.030  -4.239  -1.292
F  3.062  -4.883  -1.826
F  1.001  -5.081  -0.965
F  1.523  -3.350  -2.192
H  5.077  -4.194  1.417
H  4.729  -5.597  2.618
H  5.176  -3.968  3.099
H  3.127  -2.953  2.387
H  2.595  -4.410  3.113
C  7.344  2.907  3.016
C  6.142  3.243  3.899
O  5.022  3.724  3.148
C  4.215  2.963  2.341
O  4.298  1.729  2.185
C  3.120  3.748  1.571
F  2.655  4.728  2.324
F  3.670  4.365  0.532
F  2.118  2.978  1.141
H  8.212  2.468  3.507
H  7.724  3.824  2.566
H  7.081  2.185  2.242
H  6.444  3.876  4.734
H  5.785  2.387  4.472
C  1.091  -0.045  3.576
C  0.634  0.279  5.012
O  1.684  0.343  5.963
C  2.180  1.477  6.443
O  1.961  2.631  5.980
C  3.155  1.369  7.654
F  3.662  0.171  7.812
F  4.110  2.278  7.541
F  2.568  1.655  8.823
H  1.731  -0.923  3.656
H  1.745  0.760  3.238
H  0.247  -0.147  2.894
H  0.023  -0.547  5.377
H  0.024  1.180  5.079
C  0.938  2.850  -3.037
C  1.138  3.968  -1.882
O  0.036  4.823  -1.790
C  -0.093  5.656  -0.728
O  0.635  5.598  0.281
C  -1.253  6.702  -0.851
F  -1.822  6.614  -2.021
F  -2.241  6.586  0.074
F  -0.740  7.904  -0.646
H  0.793  3.333  -4.004
H  0.049  2.297  -2.731
H  1.822  2.212  -3.055
H  2.045  4.484  -2.196
H  1.258  3.514  -0.898
C  2.318  -0.451  -3.743
C  2.307  -1.196  -5.073
O  3.529  -1.939  -5.276
C  4.655  -1.293  -5.734
O  4.602  -0.096  -6.018
C  5.843  -2.234  -5.963
F  5.482  -3.543  -6.295
F  6.613  -1.794  -6.966
F  6.562  -2.263  -4.856
H  1.313  -0.143  -3.453
H  2.979  0.408  -3.858
H  2.781  -0.947  -2.889
H  2.215  -0.498  -5.905
H  1.386  -1.779  -5.114
C  -1.153  -0.098  -5.211
C  -2.170  -0.374  -4.126
O  -2.548  0.801  -3.410
C  -3.116  1.850  -3.969
O  -3.473  1.878  -5.130
C  -3.406  2.899  -2.885
F  -2.626  3.935  -3.051
F  -4.608  3.331  -3.035
F  -3.203  2.473  -1.614
H  -1.655  0.473  -5.992
H  -0.829  -1.023  -5.690
H  -0.230  0.425  -4.961
H  -1.663  -1.025  -3.413
H  -3.040  -0.887  -4.536
C  -3.442  0.234  2.630
C  -4.897  0.546  2.435
O  -5.004  1.745  1.740
C  -6.155  2.331  1.507
O  -7.243  1.918  1.925
C  -6.128  3.599  0.667
F  -6.657  4.617  1.407
F  -4.909  3.935  0.286
F  -6.766  3.338  -0.419
H  -2.872  1.059  3.058
H  -2.856  0.030  1.735
H  -3.479  -0.564  3.372
H  -5.337  0.655  3.426
H  -5.491  -0.224  1.943

Values from the calculation:
Net charge: +1
DFT total energy: -149397.7873 eV
<S²>: 0.756
2S+1: 2
HOMO-LUMO gap (spin up / spin down): 7.00 / 2.14 eV
LUMO energy (spin up / spin down): -5.8053 / -10.6650 eV


No. 6
Molecular formula: C24H51BFNO9SSi
Method: DFT, wB97M-V/def2-TZVPD

Atoms and positions in Å:
C  4.450  -1.772  0.113
C  3.172  -1.474  -0.914
O  1.990  -2.299  -0.619
B  0.922  -2.101  -1.652
O  0.672  -3.009  -2.790
Si  -0.207  -0.515  -1.355
C  -2.003  -0.889  -2.038
C  -3.099  0.149  -1.382
C  -4.487  -0.514  -0.755
C  -5.597  0.510  -0.041
C  -5.282  2.130  0.012
C  -6.291  3.246  0.738
C  -3.907  2.779  -0.662
C  -2.801  1.793  -1.368
O  0.448  0.760  -2.372
C  0.939  1.906  -1.591
C  1.117  3.154  -2.691
N  1.835  4.356  -2.119
C  1.190  4.886  -0.858
C  2.011  4.368  0.505
C  3.615  4.132  0.245
O  1.814  5.259  1.664
S  -0.146  -0.124  0.767
O  1.243  0.357  1.251
O  -1.197  0.899  1.277
F  -0.552  -1.635  1.547
H  5.257  -0.909  0.084
H  5.038  -2.762  -0.205
H  4.126  -1.887  1.234
H  2.943  -0.312  -0.858
H  3.558  -1.756  -1.991
H  0.272  -2.404  -3.504
H  -1.972  -0.854  -3.229
H  -2.305  -1.992  -1.722
H  -4.688  -1.673  -0.806
H  -6.586  0.063  0.415
H  -6.185  4.231  0.091
H  -7.399  2.815  0.735
H  -5.901  3.496  1.824
H  -3.689  3.933  -0.627
H  -1.820  2.265  -1.819
H  0.175  2.289  -0.791
H  2.003  1.649  -1.170
H  0.065  3.434  -3.144
H  1.772  2.791  -3.621
H  1.716  5.142  -2.827
H  1.247  6.061  -0.824
H  0.069  4.562  -0.718
H  1.502  3.328  0.787
H  4.180  4.602  1.175
H  3.786  2.979  0.123
H  4.045  4.663  -0.708
H  1.724  4.613  2.450
C  5.484  2.474  4.248
C  6.556  3.532  4.043
C  6.914  4.220  5.351
O  6.089  4.504  3.111
H  4.561  2.921  4.635
H  5.228  1.997  3.296
H  5.819  1.703  4.948
H  7.452  3.071  3.613
H  6.042  4.729  5.777
H  7.678  4.987  5.186
H  7.292  3.501  6.084
H  5.294  4.920  3.484
C  0.654  -5.361  2.303
C  1.208  -6.141  1.122
C  2.613  -5.684  0.765
O  0.353  -5.963  -0.005
H  0.591  -4.292  2.073
H  -0.363  -5.693  2.541
H  1.281  -5.491  3.191
H  1.218  -7.211  1.359
H  2.620  -4.626  0.480
H  2.994  -6.245  -0.094
H  3.299  -5.823  1.607
H  0.338  -5.016  -0.222
C  -8.000  -4.988  -2.768
C  -7.211  -3.705  -2.562
C  -6.135  -3.538  -3.624
O  -6.602  -3.726  -1.273
H  -7.346  -5.865  -2.700
H  -8.762  -5.101  -1.990
H  -8.493  -4.995  -3.745
H  -7.891  -2.846  -2.589
H  -5.416  -4.364  -3.586
H  -5.568  -2.617  -3.456
H  -6.573  -3.502  -4.626
H  -5.997  -4.485  -1.240

Values from the calculation:
Net charge: 0
DFT total energy: -67727.4278 eV
SMILES: CCOB(O)[Si@](Cc1ccc(C)cc1)(OCCNC[C@@H](C)O)S(=O)(=O)F.CC(C)O.CC(C)O.CC(C)O
HOMO-LUMO gap: 7.14 eV
LUMO energy: -1.1057 eV